DFT (ωB97M-V/def2-TZVPD) results for C25H14N5RbSSe5 as an isolated structure.

Output
Relative energy (zero: lowest compared OMol25 entry of this formula, charge and spin)   0.5932 eV
LUMO energy   3.094 eV
HOMO level   -0.50 eV
Net charge   -2
Total energy   -13664.42370 a.u.

Atoms and positions in Å:
Rb  0.36866  0.58833  0.25226
Se  -1.70963  -7.90798  1.33144
N  -1.34930  -6.57240  2.46368
C  -1.06439  -5.52176  1.74703
C  -0.70814  -4.21569  2.29960
C  -0.67201  -3.98225  3.67363
C  -0.32441  -2.73330  4.12891
C  -0.00966  -1.74555  3.18992
N  -0.03487  -1.96934  1.88706
C  -0.38767  -3.16626  1.43402
C  -0.44942  -3.34896  -0.04253
N  -0.16742  -2.29281  -0.80937
C  -0.21027  -2.43381  -2.12429
C  -0.54474  -3.63359  -2.75667
C  -0.84194  -4.72461  -1.97364
C  -0.79460  -4.58803  -0.58755
C  -1.10256  -5.70860  0.30318
N  -1.41774  -6.90061  -0.11534
H  -0.92000  -4.79225  4.34797
H  -0.29281  -2.49853  5.18337
H  0.26961  -0.75021  3.51724
H  0.04509  -1.54444  -2.69241
H  -0.56481  -3.68635  -3.83666
H  -1.10866  -5.68476  -2.39634
Se  -2.38621  0.98242  2.52141
Se  -0.97321  1.54375  4.27384
Se  1.04405  2.34360  3.29111
Se  2.61991  1.31948  4.64555
S  -2.12506  1.64936  -4.64459
C  -3.29897  1.88993  -3.40138
C  -4.64309  2.22896  -3.51826
C  -5.38095  2.37772  -2.35631
C  -4.78189  2.19711  -1.10537
C  -3.44623  1.85833  -0.99285
C  -2.69519  1.69474  -2.15340
N  -1.34498  1.36636  -2.18970
C  -0.89537  1.32566  -3.39655
C  0.49527  1.03068  -3.80656
C  0.79989  1.11602  -5.17464
C  2.07608  0.83716  -5.62013
C  3.04006  0.47548  -4.68079
C  2.70574  0.40608  -3.33481
C  1.42175  0.67358  -2.80755
H  -5.09751  2.37526  -4.48990
H  -6.42966  2.64244  -2.41762
H  -5.36103  2.32542  -0.19949
H  -2.99331  1.73750  -0.01337
H  0.04115  1.40978  -5.89518
H  2.31991  0.90427  -6.67450
H  4.05182  0.25164  -5.01002
H  3.50209  0.12367  -2.64627

Forces on the atoms, in the same order (eV/Å):
0.0 0.0 0.0
0.0 -0.1 0.0
0.0 0.1 0.1
0.1 0.1 0.0
-0.1 -0.3 -0.1
0.0 0.0 0.1
0.0 0.0 0.0
0.0 0.0 0.1
0.2 0.3 -0.2
-0.1 -0.2 -0.1
0.0 0.0 0.2
0.0 -0.1 0.0
0.0 0.1 0.0
0.0 0.0 0.0
0.0 0.0 0.0
-0.1 -0.3 0.0
0.0 0.1 0.0
0.0 0.1 -0.1
0.0 0.0 0.0
0.0 0.0 0.0
0.0 0.0 0.0
0.0 0.0 0.0
0.0 0.0 0.0
0.0 0.0 0.0
-0.2 -0.1 -0.2
0.0 0.2 0.3
-0.2 0.1 0.0
0.3 -0.2 0.1
0.0 0.0 0.0
-0.1 0.0 -0.1
0.0 0.0 0.1
0.0 0.0 0.0
0.0 0.0 0.0
-0.1 0.0 0.2
0.1 0.0 0.0
-0.2 0.1 -0.1
0.1 -0.1 -0.1
-0.1 0.0 0.0
0.0 0.0 0.0
0.0 0.0 0.0
0.0 0.0 0.0
0.0 0.0 0.0
0.2 -0.1 0.1
0.0 0.0 0.0
0.0 0.0 0.0
0.0 0.0 0.0
0.1 0.0 0.0
0.0 0.0 0.0
0.0 0.0 0.0
0.0 0.0 0.0
0.0 0.0 0.0


DFT (ωB97M-V/def2-TZVPD) results for C25H15AuF4N8O5P as an isolated structure.

Output
Relative energy (zero: lowest compared OMol25 entry of this formula, charge and spin)   0.0000 eV
LUMO energy (alpha / beta)   -4.669 / -5.789 eV
HOMO level (alpha / beta)   -11.25 / -12.11 eV
Multiplicity   3
Net charge   +1
Total energy   -2652.04337 a.u.

Atoms and positions in Å:
Au  -1.31584  -0.18298  -0.73036
O  0.29718  -5.48646  -2.80898
C  -0.08769  -4.26054  -2.50029
C  0.77036  -3.14967  -2.65308
C  0.32962  -1.93665  -2.19516
N  -0.90031  -1.84234  -1.70483
C  -1.75725  -2.84553  -1.55946
C  -1.38970  -4.09776  -1.98009
C  -3.02499  -2.42497  -0.81739
O  -3.92390  -3.17999  -0.62306
O  -3.00038  -1.17031  -0.31543
C  1.13863  -0.65471  -2.04030
O  2.27269  -0.57458  -2.40179
O  0.50651  0.34176  -1.38670
H  1.27265  -5.56867  -2.77651
H  1.76490  -3.25609  -3.06171
H  -2.04619  -4.94735  -1.85693
C  -0.99647  4.79506  -0.63787
N  -0.69321  4.35901  0.71062
C  -1.84452  4.60948  1.58208
N  -3.07907  3.98123  1.10232
C  -3.35597  4.41474  -0.25316
N  -2.20292  4.10240  -1.10719
C  -2.04333  2.78928  -1.44485
P  -1.56795  1.73462  0.55552
C  -0.21498  2.99355  0.77272
C  -3.08195  2.54136  1.25872
H  -0.16676  4.57689  -1.30804
H  -1.19208  5.86641  -0.63690
H  -2.00615  5.68651  1.62874
H  -1.62333  4.24984  2.58696
H  -3.51267  5.49259  -0.26626
H  -4.24215  3.91506  -0.64145
H  -1.14658  2.56073  -2.01484
H  -2.95074  2.27366  -1.74652
H  0.55509  2.81506  0.01990
H  0.23208  2.81491  1.75392
H  -3.07819  2.28496  2.32025
H  -3.97669  2.10246  0.81472
F  -0.10059  -2.13897  1.57735
C  1.23262  -1.97819  1.50142
C  1.95591  -2.88745  0.77634
F  1.30640  -3.91799  0.23489
C  3.34867  -2.77800  0.61857
C  3.95715  -1.72756  1.32894
C  3.22238  -0.83448  2.08517
F  3.86413  0.17503  2.66030
C  1.83346  -0.91559  2.17801
C  1.03184  0.08204  2.88931
C  -0.18424  0.40969  2.44279
N  -1.26255  0.70105  2.01717
C  1.51599  0.83799  4.00268
N  1.88414  1.43305  4.91353
F  5.25847  -1.52453  1.21645
C  4.07665  -3.64079  -0.26274
C  5.47676  -3.81494  -0.21379
N  6.62006  -3.95628  -0.17931
C  3.40713  -4.34451  -1.29698
N  2.83787  -4.90255  -2.12740

Forces on the atoms, in the same order (eV/Å):
0.1 0.1 0.0
-0.4 -0.1 0.1
0.0 -0.1 -0.1
-0.1 0.3 -0.1
0.0 0.0 -0.1
0.0 0.0 0.0
-0.1 0.0 -0.1
0.0 0.0 0.0
0.3 -0.1 0.4
-0.1 0.0 -0.1
-0.1 0.1 -0.1
0.0 -0.1 0.2
0.1 0.0 -0.1
0.0 0.0 0.0
0.0 0.2 -0.2
-0.2 0.2 -0.1
0.0 0.0 0.0
0.0 0.0 0.0
0.0 0.0 0.0
0.0 0.0 0.0
0.0 0.0 0.0
-0.1 0.0 0.0
0.0 0.1 0.0
0.0 -0.1 0.1
-0.2 -0.1 0.0
0.1 0.0 0.0
-0.1 0.0 0.0
0.0 0.0 0.0
0.0 0.0 0.0
0.0 0.0 0.0
0.0 0.0 0.0
0.0 0.0 0.0
0.0 0.0 0.0
0.0 0.0 0.0
0.0 0.0 0.0
0.0 0.0 0.0
0.0 0.0 0.0
0.0 0.0 0.0
0.0 0.0 0.0
0.1 0.0 0.0
-0.2 0.0 0.1
0.0 0.0 -0.1
-0.1 0.0 0.0
0.0 0.1 0.0
0.0 0.0 0.0
0.0 0.1 -0.1
0.0 0.0 0.0
0.1 -0.1 0.0
0.0 0.2 0.1
-0.1 0.0 0.0
0.1 0.1 0.1
0.1 -0.2 0.0
0.0 0.1 0.0
-0.1 0.0 0.0
0.0 -0.1 -0.1
0.0 0.2 0.0
0.0 -0.1 0.0
0.0 -0.2 0.2
0.6 -0.2 0.3


DFT (ωB97M-V/def2-TZVPD) results for C25H16BeF6IN2O4PS3 as an isolated structure.

Output
Relative energy (zero: lowest compared OMol25 entry of this formula, charge and spin)   0.0000 eV
LUMO energy   -0.512 eV
HOMO level   -8.69 eV
Net charge   0
Total energy   -3820.41186 a.u.

Atoms and positions in Å:
Be  1.48129  0.95325  -0.04710
I  0.76094  -1.61718  -2.36200
C  0.23094  -2.79084  -0.73839
C  0.84593  -4.01411  -0.66818
C  0.42163  -5.00502  0.21973
C  -0.68968  -4.80562  0.96015
C  -1.37279  -3.57018  0.90303
C  -2.59275  -3.42809  1.58712
C  -3.30365  -2.28587  1.52673
C  -2.74571  -1.16965  0.88830
C  -1.52050  -1.20775  0.23403
P  -0.77170  0.44988  -0.04699
C  -1.72001  1.26519  -1.35333
C  -1.42050  2.61020  -1.56885
C  -2.08091  3.31511  -2.55834
C  -3.02512  2.67830  -3.35338
C  -3.30417  1.33454  -3.15676
C  -2.64150  0.62412  -2.16234
C  -1.31474  1.23226  1.52115
C  -0.68080  0.82879  2.69298
C  -0.99284  1.42182  3.89797
C  -1.95205  2.43100  3.94950
C  -2.59852  2.82213  2.78914
C  -2.28393  2.21784  1.57444
C  -0.85659  -2.48284  0.11167
H  1.65785  -4.23864  -1.34386
H  0.95516  -5.94524  0.25914
H  -1.08993  -5.59197  1.58671
H  -2.96556  -4.27641  2.14887
H  -4.26318  -2.20499  2.01840
H  -3.25581  -0.22253  0.97884
H  -0.67053  3.12151  -0.97085
H  -1.83287  4.35665  -2.71596
H  -3.52826  3.22788  -4.13731
H  -4.03502  0.83113  -3.77502
H  -2.85798  -0.43063  -2.01838
H  0.08092  0.05548  2.66638
H  -0.48157  1.11032  4.79885
H  -2.19822  2.89955  4.89210
H  -3.34972  3.59916  2.82106
H  -2.79716  2.52400  0.67466
F  3.96239  -2.25610  -0.63598
C  4.34093  -1.87738  0.58042
F  5.66395  -1.95285  0.66406
F  3.79798  -2.66981  1.48620
S  3.83107  -0.13508  0.84682
O  2.34014  -0.22602  0.72342
O  4.33362  0.23245  2.11981
N  4.48119  0.58854  -0.37220
S  3.74006  1.38361  -1.51108
O  4.20875  2.70879  -1.68698
O  2.27043  1.14785  -1.48680
C  4.27697  0.50890  -3.04714
F  4.01538  -0.78993  -2.94285
F  3.62794  1.00314  -4.08103
F  5.57680  0.67578  -3.21120
S  1.70877  2.72412  1.07551
C  1.40437  3.78672  -0.19215
N  1.17890  4.52470  -1.05272

Forces on the atoms, in the same order (eV/Å):
-0.1 0.1 0.1
-0.1 0.2 -0.2
0.1 -0.5 0.0
0.3 0.3 -0.3
0.4 -0.4 -0.1
-0.4 0.1 0.2
0.4 0.3 -0.4
0.0 -0.6 0.2
-0.4 0.5 0.0
0.6 0.2 -0.4
-0.4 -0.5 0.3
0.1 -0.2 0.3
0.4 0.1 0.1
0.0 0.1 0.1
0.1 0.1 -0.1
0.0 0.0 0.0
0.1 0.0 0.1
-0.3 -0.3 0.0
0.1 0.1 -0.3
0.2 -0.1 0.0
-0.1 0.1 0.1
0.0 -0.1 -0.1
0.0 -0.1 0.0
0.0 0.2 0.1
-0.6 0.1 0.5
0.1 0.0 -0.1
0.0 0.0 0.0
0.0 0.0 0.0
0.0 0.0 0.0
0.0 0.1 0.0
-0.1 0.1 0.0
-0.2 -0.1 -0.1
0.0 0.0 0.0
0.0 0.0 0.0
0.0 0.0 0.0
0.0 0.1 0.0
0.0 0.0 0.0
0.0 0.0 0.0
0.0 0.0 0.0
0.0 0.0 0.0
0.0 0.1 -0.1
-0.1 -0.2 0.1
0.3 0.0 -0.3
0.0 0.0 0.0
-0.2 0.0 0.1
-0.6 0.0 -0.1
0.4 0.0 0.1
0.0 0.1 -0.1
-0.2 0.2 0.0
0.1 0.1 0.0
-0.2 0.0 0.1
0.3 0.1 0.0
0.0 -0.4 0.4
0.0 -0.1 -0.1
-0.2 0.2 -0.2
0.1 0.1 0.0
0.0 -0.2 0.0
0.2 0.2 0.0
0.0 0.0 0.0